Entry 1:
Computed, not measured: a molecular structure, C13H7Cl3O2RhS, with ωB97M-V/def2-TZVPD.

Atoms and positions in Å:
Rh1 -0.27243 0.23230 -0.92929
Cl1 -3.42812 2.46452 2.57364
Cl2 0.41552 2.46399 -1.15661
Cl3 2.30660 -6.52268 -0.81179
S1 -1.69304 0.88513 0.56347
O1 -1.17638 -1.34555 -1.69503
O2 1.04737 -0.86771 -0.06650
C1 -1.16494 5.38199 1.05615
C2 1.26081 -2.14326 -0.29303
C3 -1.47582 2.62247 0.73154
C4 0.45358 -2.98196 -1.10504
C5 -0.71073 -2.51171 -1.74355
C6 0.78946 -4.35028 -1.26551
C7 -2.10839 4.69254 1.80500
C8 -0.55229 3.35859 0.01050
C9 -0.36521 4.71860 0.13982
C10 2.38107 -2.70859 0.34799
C11 1.88214 -4.86358 -0.63615
C12 2.67989 -4.03270 0.17256
C13 -2.26263 3.32742 1.64838
H1 -1.30060 -3.20826 -2.34282
H2 -2.73186 5.21302 2.51827
H3 3.54675 -4.45878 0.66004
H4 0.37210 5.23944 -0.45382
H5 0.16647 -4.97896 -1.88769
H6 -1.05459 6.44886 1.18903
H7 2.99529 -2.07485 0.97043

## Properties
HOMO energy: -11.939 eV
net charge: +1
E: -2539.1051 hartree
orbital gap: 6.371 eV
lowest unoccupied orbital energy: -5.57 eV


Entry 2:
Computed, not measured: a molecular structure, C13H8AsF6N4O2PdS in a non-equilibrium geometry, with ωB97M-V/def2-TZVPD.

Atoms and positions in Å:
Pd1 3.83142 -12.91206 7.11919
As1 9.11657 -9.77901 11.67370
S1 4.30602 -17.65709 8.11593
F1 10.18415 -9.61661 13.06617
F2 8.76082 -8.10552 11.72308
F3 8.07394 -9.97176 10.32591
F4 10.57966 -9.46318 10.70188
F5 7.71977 -10.11975 12.77916
F6 9.43834 -11.51082 11.62680
O1 2.57095 -9.73590 9.47049
O2 2.20133 -9.10826 6.46480
N1 4.41414 -15.19021 6.66739
N2 2.80148 -12.49603 5.36133
N3 3.18597 -10.92228 7.54992
N4 4.65067 -12.66595 9.14944
C1 4.37252 -16.22870 7.25462
C2 2.49864 -11.20778 5.22253
C3 2.83968 -13.31458 4.30992
C4 5.71901 -13.06595 11.20762
C5 4.12073 -11.51710 9.68710
C6 2.25503 -10.67625 3.96768
C7 2.42149 -11.49270 2.85128
C8 5.37946 -13.43555 9.90910
C9 2.81942 -12.83854 3.02430
C10 4.43815 -11.10174 10.94452
C11 3.21171 -10.60670 8.88687
C12 5.32643 -11.86841 11.75747
C13 2.63375 -10.26765 6.51975
H1 2.95746 -13.48167 2.21282
H2 5.53816 -11.57542 12.76795
H3 6.18743 -13.78631 11.94099
H4 2.01091 -9.63522 3.84199
H5 3.07875 -14.30543 4.54990
H6 5.66929 -14.34254 9.44284
H7 4.01272 -10.16912 11.46863
H8 2.27399 -11.08539 1.73252

## Properties
HOMO energy (spin up / spin down): -1.759 / -2.961 eV
net charge: -2
E: -4231.0122 hartree
orbital gap (spin up / spin down): 6.017 / 7.215 eV
2S+1: 2
⟨S²⟩: 0.75
lowest unoccupied orbital energy (spin up / spin down): 4.26 / 4.25 eV